This record from OMol25 describes a molecular structure, C18H38NO2P2Zn. The level of theory is the ωB97M-V functional and the def2-TZVPD basis.

The energy above the lowest of the compared OMol25 structures with the same formula, charge and spin comes out at 0.663 eV. The orbital gap is 6.6 eV. The multiplicity is 1. As for the calculated total energy: -3375.6101 Ha. The max |F| is 6.81 eV/Å. The LUMO energy is -3.48 eV. Its total charge is +1.

```
62
C18H38NO2P2Zn (the ωB97M-V functional and the def2-TZVPD basis)
Zn -0.709 -0.077 -0.281
P 1.029 0.418 -1.892
P -1.409 -0.614 1.938
N 0.295 -1.816 -0.197
C 1.471 -1.377 -2.344
H 1.089 -1.594 -3.340
H 2.560 -1.430 -2.464
C 1.015 -2.433 -1.295
H 0.512 -3.267 -1.802
H 1.928 -2.741 -0.771
C -0.057 -2.768 0.818
H 0.772 -2.617 1.541
H -0.059 -3.787 0.449
C -1.374 -2.475 1.566
H -1.530 -3.134 2.455
H -2.212 -2.687 0.874
C -3.126 -0.534 2.541
C -4.076 -0.161 1.400
H -3.960 -0.810 0.526
H -3.914 0.875 1.087
H -5.098 -0.282 1.770
C -0.176 -0.446 3.298
C 0.129 1.003 3.771
H 1.039 0.982 4.390
H -0.696 1.426 4.369
H 0.337 1.698 2.953
C 2.694 1.304 -1.817
C 2.572 2.845 -1.749
H 3.564 3.211 -1.440
H 1.836 3.209 -1.001
H 2.312 3.306 -2.717
C 0.208 1.023 -3.458
C -0.459 2.396 -3.295
H -1.036 2.581 -4.216
H 0.292 3.190 -3.184
H -1.147 2.457 -2.444
C -0.726 1.968 0.756
C -0.527 -1.440 4.422
H -1.448 -2.028 4.272
H 0.280 -2.181 4.498
H -0.595 -0.935 5.395
C 3.784 0.763 -2.784
H 4.655 1.445 -2.794
H 4.164 -0.216 -2.447
H 3.414 0.644 -3.807
C 1.091 1.037 -4.717
H 0.445 1.330 -5.563
H 1.914 1.770 -4.651
H 1.515 0.048 -4.941
C -3.260 0.485 3.678
H -2.867 1.475 3.386
H -4.331 0.603 3.908
H -2.749 0.194 4.613
H -3.366 -1.556 2.913
H -0.584 0.266 -3.607
H 0.748 -0.830 2.837
H 2.988 0.999 -0.800
O -0.935 3.006 1.267
H 3.350 -0.893 0.912
H 3.795 -1.400 1.297
O -3.104 -0.885 -2.392
C -2.265 -0.544 -1.688
```